Entry 1:
A molecular structure, C4H6FO4V at a distorted geometry. Source: the Open Molecules 2025 dataset; level of theory: ωB97M-V/def2-TZVPD.

Each line ends with the Mulliken charge.
Positions of all 16 atoms, in Å:
O: 1.684 -0.457 -1.893  -0.5356
C: 2.255 -0.919 -0.925  0.2648
C: 1.703 -0.973 0.472  -0.5184
O: 0.300 -1.128 0.597  -0.3011
C: -0.541 -0.145 0.396  1.0786
O: -1.668 -0.390 0.972  -0.2667
O: -0.306 0.864 -0.270  -0.7859
C: -2.539 0.718 1.263  -0.6499
H: 2.057 -0.066 0.993  0.3419
F: -0.396 1.584 -3.564  -0.6574
H: 3.302 -1.263 -1.012  0.4021
H: 2.137 -1.837 0.986  0.3576
H: -3.236 0.345 2.015  0.2481
H: -1.952 1.555 1.655  0.3392
H: -3.071 1.010 0.351  0.3066
V: 0.272 1.101 -2.037  1.3762

- Charge: +1
- Multiplicity: 4
- HOMO level (alpha / beta): -12.4 / -16.0 eV
- <S²>: 3.756
- Gap between HOMO and LUMO (alpha / beta): 0.282 / 0.414 Ha

Entry 2:
C4H9O2 in the gas phase at a distorted geometry. Source: the Open Molecules 2025 dataset; level of theory: ωB97M-V/def2-TZVPD.

Each line ends with the Mulliken charge.
Positions of all 15 atoms, in Å:
C: -1.462 -0.933 -0.628  -0.4468
O: -2.801 -1.432 -0.333  -0.5081
C: -0.804 0.032 0.379  -0.6881
C: 0.768 0.231 -0.190  -0.6535
C: 1.704 1.150 0.660  -0.3807
O: 2.947 1.049 0.066  -0.3470
H: -0.869 -1.821 -0.308  0.2429
H: -1.253 -0.584 -1.598  0.3292
H: -3.442 -0.759 -0.190  0.2915
H: -0.669 -0.582 1.297  0.2966
H: -1.107 1.005 0.576  0.5238
H: 1.189 -0.815 -0.237  0.3493
H: 0.717 0.743 -1.127  0.3951
H: 1.558 0.742 1.621  0.3192
H: 1.475 2.251 0.777  0.2766

- Multiplicity: 2
- HOMO level (alpha / beta): -10.7 / -10.1 eV
- <S²>: 0.754
- Gap between HOMO and LUMO (alpha / beta): 0.423 / 0.318 Ha

Entry 3:
12 unconnected molecules or ions with the total composition C24H72O24 at a distorted geometry. Source: the Open Molecules 2025 dataset; level of theory: ωB97M-V/def2-TZVPD.

Each line ends with the Mulliken charge.
Positions of all 120 atoms, in Å:
C: -0.336 1.532 4.504  -0.5295
C: -0.049 0.007 4.158  -0.2917
O: 1.094 0.072 3.095  -0.3967
O: -1.199 1.551 5.570  -0.5879
H: -0.872 2.147 3.689  0.1780
H: 0.617 1.941 4.494  0.4561
H: -0.815 -0.534 3.679  0.1548
H: 0.359 -0.610 4.955  0.3961
H: 1.920 -0.631 3.167  0.1890
H: -1.977 1.020 5.259  0.3661
C: -5.617 3.046 1.918  -0.7265
C: -4.979 2.204 0.838  -0.3370
O: -3.707 1.931 1.097  -0.0658
O: -6.933 3.286 1.596  -0.5054
H: -5.054 4.099 2.067  0.1015
H: -5.526 2.717 2.898  0.5004
H: -4.940 2.510 -0.294  0.2419
H: -5.410 1.314 0.711  0.5087
H: -3.381 0.991 0.671  0.0076
H: -7.260 2.701 2.208  0.3524
C: 1.023 -0.624 -0.102  -1.6849
C: -0.102 0.249 -0.412  1.0200
O: -0.587 0.843 0.786  1.2110
O: 1.394 -1.515 -1.190  0.0585
H: 0.529 -1.220 0.678  0.8471
H: 1.925 -0.104 0.155  -0.3995
H: -1.028 -0.065 -0.825  0.3784
H: 0.384 1.143 -1.044  -0.6223
H: -0.045 0.455 1.391  -0.9843
H: 0.609 -2.001 -1.421  0.0367
C: -2.340 2.470 -2.406  0.0213
C: -1.197 3.114 -3.047  -0.6104
O: -0.433 3.697 -2.003  -0.5038
O: -3.198 1.708 -3.243  -0.6818
H: -2.799 3.192 -1.789  0.4230
H: -1.948 1.588 -1.828  0.0385
H: -1.472 3.756 -3.740  0.8736
H: -0.547 2.479 -3.658  -0.1070
H: -0.739 4.388 -1.625  0.2681
H: -2.748 1.207 -3.884  0.2610
C: -3.270 -1.347 1.189  0.7004
C: -4.495 -1.282 2.038  -0.1529
O: -4.533 -1.814 3.348  -0.5766
O: -3.597 -0.639 0.047  -0.5933
H: -2.771 -2.360 0.957  0.0407
H: -2.358 -1.059 1.597  -0.4630
H: -5.483 -1.580 1.625  0.3648
H: -4.763 -0.203 2.195  0.0029
H: -4.180 -2.742 3.191  0.3419
H: -4.071 -1.214 -0.397  0.2687
C: 3.420 2.403 1.348  0.4814
C: 4.359 1.692 2.363  -0.7076
O: 4.832 0.664 1.705  -0.4486
O: 2.846 3.537 1.884  -0.5852
H: 2.528 1.811 1.115  -0.5358
H: 3.890 2.554 0.408  0.4975
H: 3.753 1.627 3.260  0.2850
H: 5.156 2.420 2.594  0.4033
H: 5.399 0.280 2.407  0.3279
H: 2.230 3.741 1.189  0.2090
C: -0.893 -0.121 -5.531  -0.4222
C: -1.064 -0.820 -4.134  0.8118
O: 0.011 -1.629 -3.951  -0.4222
O: -2.147 0.670 -5.736  -0.6072
H: -0.820 -0.855 -6.310  0.3552
H: -0.094 0.530 -5.583  0.3417
H: -1.865 -1.698 -4.043  0.1088
H: -1.074 -0.290 -3.288  -0.5117
H: 0.720 -0.889 -3.845  0.2752
H: -2.824 -0.001 -5.564  0.3268
C: 4.036 -4.622 -3.176  -0.3459
C: 4.342 -3.032 -3.195  -0.0309
O: 3.710 -2.651 -4.391  -0.6016
O: 4.268 -5.204 -1.828  -0.4924
H: 4.708 -5.086 -3.721  0.4556
H: 2.967 -4.929 -3.644  0.1313
H: 5.330 -2.974 -3.095  0.5229
H: 3.798 -2.493 -2.325  -0.1907
H: 2.916 -2.146 -4.180  0.3204
H: 4.486 -4.585 -1.284  0.2367
C: -1.380 4.790 1.596  -0.2216
C: -0.047 4.289 1.912  0.4565
O: 0.868 5.217 1.230  -0.6566
O: -2.253 3.990 2.470  -0.5273
H: -1.505 4.613 0.746  -0.2444
H: -1.495 5.909 1.653  0.3728
H: 0.094 3.218 1.658  -0.3719
H: 0.261 4.535 2.834  0.7339
H: 0.948 5.999 1.869  0.3490
H: -2.687 3.319 1.932  0.2743
C: 2.456 2.817 -2.686  -0.0574
C: 3.091 1.452 -3.180  -0.9163
O: 2.164 0.395 -3.265  -0.0742
O: 3.328 3.763 -2.861  -0.6159
H: 2.140 2.762 -1.637  0.0692
H: 1.643 2.784 -3.133  0.3270
H: 3.937 1.308 -2.473  0.2736
H: 3.426 1.631 -4.197  0.5134
H: 2.017 0.361 -2.332  -0.1788
H: 2.823 4.595 -2.420  0.4229
C: -1.074 -4.686 0.024  0.0311
C: -0.560 -5.934 0.807  -0.8688
O: -1.346 -6.173 1.911  -0.5478
O: -0.075 -4.497 -0.978  -0.3827
H: -0.933 -3.801 0.830  -0.3318
H: -2.111 -4.766 -0.120  0.6561
H: 0.417 -5.980 0.913  0.6020
H: -0.892 -6.744 0.245  0.4520
H: -1.232 -7.060 2.122  0.3187
H: -0.527 -4.778 -1.903  0.2803
C: 2.161 -3.713 2.192  -0.0657
C: 3.324 -2.649 2.374  -0.8473
O: 2.918 -2.047 3.592  -0.6518
O: 2.575 -4.522 1.120  -0.5438
H: 1.212 -3.159 2.376  0.1991
H: 2.008 -4.267 3.207  0.2838
H: 3.442 -2.078 1.528  0.3120
H: 4.096 -3.116 2.716  0.7787
H: 2.818 -2.673 4.361  0.3047
H: 1.933 -4.823 0.657  0.1159

- HOMO level: -9.5 eV
- Gap between HOMO and LUMO: 0.345 Ha

Entry 4:
A molecular structure, C32H41BeN6. Source: the Open Molecules 2025 dataset; level of theory: ωB97M-V/def2-TZVPD.

Each line ends with the Mulliken charge.
Positions of all 80 atoms, in Å:
Be: -0.375 -0.412 -1.694  -0.7396
N: 0.140 -0.383 -3.535  -0.0463
C: -0.683 -1.260 -4.386  -0.8561
C: -1.984 -1.524 -3.644  -0.3686
N: -1.541 -1.729 -2.249  -0.2302
H: -0.102 0.601 -3.647  0.3462
H: 1.124 -0.457 -3.763  0.2746
H: -0.144 -2.204 -4.494  0.4082
H: -0.863 -0.871 -5.387  0.3855
H: -2.505 -2.386 -4.059  0.4961
H: -2.658 -0.677 -3.673  0.1487
H: -0.952 -2.561 -2.244  0.3286
H: -2.299 -1.939 -1.605  0.4096
N: 1.245 -3.478 4.363  -0.0184
C: 2.069 -4.202 5.203  0.7526
C: 1.958 -4.564 6.545  -1.0291
C: 2.994 -5.310 7.063  -0.4184
C: 4.104 -5.685 6.280  -0.5103
C: 4.206 -5.320 4.957  -0.7705
C: 3.167 -4.561 4.413  0.6053
N: 3.016 -4.059 3.132  -0.6336
C: 1.875 -3.429 3.147  -0.0313
C: 1.325 -2.748 1.972  1.0071
C: 2.137 -2.558 0.858  -1.0419
C: 1.627 -1.914 -0.247  -0.2169
N: 0.367 -1.454 -0.319  0.2692
C: -0.416 -1.659 0.748  -0.1411
C: 0.013 -2.288 1.897  -1.0525
H: 0.392 -3.020 4.623  0.1848
H: 1.109 -4.277 7.151  0.3840
H: 2.956 -5.617 8.100  0.3891
H: 4.890 -6.273 6.736  0.3882
H: 5.057 -5.603 4.351  0.4376
H: 3.157 -2.914 0.869  0.5456
H: 2.256 -1.753 -1.113  0.7229
H: -1.429 -1.288 0.688  0.3085
H: -0.689 -2.417 2.710  0.3615
C: 2.804 4.672 0.330  -1.6396
C: 2.515 3.339 -0.310  0.2248
C: 3.557 2.525 -0.734  -0.7433
C: 3.264 1.306 -1.321  0.0604
C: 4.361 0.389 -1.797  -1.5521
C: 1.935 0.930 -1.472  0.5926
C: 0.829 1.708 -1.049  1.1078
C: 1.192 2.941 -0.465  -1.2176
N: -0.454 1.165 -1.249  0.3399
C: -1.773 1.844 -1.082  2.4393
C: -2.688 0.938 -0.237  -0.9479
C: -4.118 1.474 -0.139  0.3044
C: -4.714 1.568 -1.547  -1.2949
C: -3.862 2.514 -2.401  0.3245
C: -3.846 3.900 -1.759  -1.4380
C: -3.240 3.790 -0.360  0.1525
C: -4.090 2.861 0.503  -1.5013
C: -1.807 3.246 -0.450  -2.6807
C: -2.426 1.985 -2.471  -0.6760
H: 3.876 4.854 0.394  0.3701
H: 2.393 4.718 1.340  0.3473
H: 2.357 5.486 -0.243  0.3412
H: 4.586 2.841 -0.610  0.3006
H: 5.335 0.871 -1.725  0.4185
H: 4.213 0.094 -2.839  0.3245
H: 4.407 -0.525 -1.199  0.2448
H: 1.792 -0.022 -1.964  -0.1067
H: 0.456 3.623 -0.098  0.6868
H: -2.243 0.801 0.754  0.4586
H: -2.729 -0.046 -0.725  -0.5484
H: -4.718 0.795 0.472  0.3946
H: -5.743 1.936 -1.498  0.5359
H: -4.753 0.572 -2.006  0.4312
H: -4.277 2.576 -3.410  0.3669
H: -4.864 4.296 -1.697  0.5467
H: -3.264 4.596 -2.371  0.5548
H: -3.198 4.781 0.096  0.2919
H: -5.106 3.253 0.599  0.5429
H: -3.670 2.797 1.512  0.5494
H: -1.388 3.209 0.557  0.5791
H: -1.212 3.935 -1.049  0.7601
H: -1.805 2.649 -3.083  0.4115
H: -2.431 1.008 -2.948  -0.7060

- Charge: +1
- HOMO level: -9.5 eV
- Gap between HOMO and LUMO: 0.237 Ha

Ordered energy above the lowest of the compared OMol25 structures with the same formula, charge and spin results: 0.000 1.788 18.656 1.085; unit eV.
Ordered M results: 188.030 89.114 744.816 518.734; unit g mol⁻¹.
Ordered calculated total energy results: -40833.6283 -8385.1206 -75172.6663 -43191.3640; unit eV.